[1]
Entry from the OMol25 dataset: C21H44N2O18P4S as an isolated structure at a distorted geometry (ωB97M-V with the def2-TZVPD basis set).

Computed properties:
LUMO in Ha: -0.094
Frontier orbital gap in eV: 6.304
E in Ha: -4053.7582

Geometry as XYZ:
```
90
C21H44N2O18P4S (ωB97M-V with the def2-TZVPD basis set)
C 2.49 -3.84 1.28
C 1.68 -2.79 2.05
O 2.15 -1.88 2.67
O 0.30 -2.96 2.05
C -0.30 -2.40 0.88
C -1.82 -2.61 1.03
C -2.72 -1.58 1.04
C -4.19 -1.84 1.21
C -4.59 -3.14 1.39
C -3.68 -4.26 1.39
N -3.91 -5.57 1.56
S -2.47 -6.33 1.48
N -1.46 -5.07 1.24
C -2.24 -4.00 1.21
H 2.05 -4.02 0.29
H 2.48 -4.78 1.87
H 3.53 -3.48 1.18
H -0.08 -1.32 0.75
H -0.01 -2.93 -0.06
H -2.33 -0.57 0.91
H -4.89 -1.01 1.21
H -5.66 -3.35 1.54
C -6.41 2.81 4.21
O -5.05 2.72 3.81
P -4.01 1.65 4.63
O -4.80 0.45 4.17
O -4.56 2.17 6.08
C -4.31 3.52 6.50
O -2.86 0.72 5.43
C -2.62 -0.60 4.96
H -7.02 2.79 3.31
H -6.71 1.99 4.86
H -6.57 3.76 4.71
H -5.26 3.96 6.80
H -3.88 4.12 5.70
H -3.64 3.51 7.36
H -2.56 -0.63 3.87
H -3.41 -1.26 5.31
H -1.67 -0.95 5.37
C 0.63 -6.43 -2.94
O 1.67 -5.59 -3.43
P 1.27 -4.20 -4.28
O 0.60 -3.50 -3.13
O 0.17 -4.97 -5.21
C 0.58 -6.05 -6.05
O 1.27 -2.93 -5.36
C 1.30 -1.60 -4.86
H 0.88 -6.70 -1.91
H -0.34 -5.95 -2.96
H 0.61 -7.35 -3.53
H -0.07 -6.90 -5.87
H 1.61 -6.35 -5.87
H 0.47 -5.75 -7.10
H 2.02 -1.49 -4.05
H 0.30 -1.32 -4.53
H 1.59 -0.94 -5.68
C 1.74 4.67 1.03
O 0.53 4.88 0.32
P -0.79 3.88 0.64
O -1.00 4.33 2.06
O 0.11 2.52 0.59
C 0.81 2.17 -0.60
O -2.17 2.95 0.48
C -3.32 3.27 1.25
H 2.10 5.65 1.35
H 1.62 4.03 1.90
H 2.48 4.24 0.36
H 1.86 1.97 -0.34
H 0.79 2.97 -1.34
H 0.38 1.26 -1.02
H -3.51 4.34 1.26
H -3.18 2.91 2.27
H -4.17 2.76 0.81
C 5.54 5.66 -2.02
O 4.56 4.90 -2.70
P 4.80 3.24 -2.90
O 4.73 3.00 -1.40
O 6.35 3.44 -3.39
C 6.62 4.11 -4.61
O 4.94 1.59 -3.27
C 4.39 0.63 -2.38
H 5.02 6.32 -1.32
H 6.25 5.04 -1.47
H 6.08 6.29 -2.74
H 7.36 4.90 -4.42
H 5.73 4.57 -5.05
H 7.05 3.41 -5.33
H 3.39 0.93 -2.05
H 5.05 0.50 -1.53
H 4.31 -0.31 -2.92
```

***

[2]
Entry from the OMol25 dataset: a 5-piece molecular cluster, C21H45F3N6O11P2 overall at a distorted geometry (ωB97M-V with the def2-TZVPD basis set).

Computed properties:
LUMO in Ha: 0.012
Frontier orbital gap in eV: 9.226
E in Ha: -2965.7628
Structure (SMILES): CN(C)P(=O)(N(C)C)N(C)C.CN(C)P(=O)(N(C)C)N(C)C.O=C1OC[C@@H](F)O1.O=C1OC[C@@H](F)O1.O=C1OC[C@@H](F)O1

Geometry as XYZ:
```
88
C21H45F3N6O11P2 (ωB97M-V with the def2-TZVPD basis set)
C 0.97 -5.94 -0.67
N 0.01 -5.96 0.42
C -0.41 -7.21 1.02
P 0.23 -4.61 1.44
O 0.31 -3.32 0.73
N -0.99 -4.86 2.58
C -0.98 -4.22 3.94
C -2.33 -5.07 2.14
N 1.65 -4.70 2.37
C 2.85 -3.95 2.13
C 1.77 -5.83 3.32
H 1.86 -6.42 -0.29
H 1.15 -4.92 -1.01
H 0.67 -6.55 -1.53
H 0.20 -7.68 1.80
H -0.49 -7.95 0.24
H -1.36 -7.05 1.47
H 0.05 -4.00 4.31
H -1.54 -3.25 3.93
H -1.38 -4.90 4.75
H -2.42 -5.29 1.03
H -2.89 -5.89 2.67
H -2.97 -4.18 2.16
H 3.31 -3.71 3.09
H 3.55 -4.61 1.57
H 2.58 -3.12 1.51
H 2.33 -6.70 2.92
H 0.80 -6.10 3.56
H 2.22 -5.60 4.26
C 3.34 5.75 -1.23
N 2.24 5.58 -0.31
C 1.84 6.73 0.49
P 1.48 4.07 -0.11
O 0.05 4.35 0.22
N 1.61 3.06 -1.41
C 2.83 2.36 -1.79
C 0.66 3.14 -2.51
N 2.38 3.30 1.00
C 3.56 3.63 1.75
C 1.96 1.92 1.28
H 3.12 5.19 -2.13
H 4.37 5.65 -0.94
H 3.36 6.83 -1.45
H 1.92 7.70 -0.04
H 2.29 6.72 1.47
H 0.78 6.66 0.68
H 2.60 1.38 -2.12
H 3.27 2.97 -2.63
H 3.51 2.42 -0.92
H -0.35 3.46 -2.36
H 1.03 3.73 -3.35
H 0.62 2.13 -2.95
H 3.85 4.69 1.63
H 3.48 3.49 2.84
H 4.41 2.99 1.56
H 2.40 1.16 0.66
H 0.92 1.70 1.13
H 2.06 1.60 2.29
O -4.77 5.01 -3.76
C -4.23 3.96 -3.92
O -3.25 3.46 -3.01
C -2.73 2.20 -3.57
C -3.77 1.82 -4.64
F -4.62 0.87 -4.27
O -4.44 3.05 -4.91
H -1.77 2.37 -4.05
H -2.68 1.49 -2.81
H -3.33 1.60 -5.63
O -4.71 1.62 2.64
C -3.83 2.15 2.05
O -2.79 2.77 2.58
C -1.96 3.33 1.58
C -2.67 2.87 0.24
F -1.97 1.87 -0.36
O -3.87 2.33 0.70
H -1.89 4.40 1.70
H -1.01 2.84 1.65
H -2.82 3.65 -0.50
O 0.32 -0.27 -3.82
C -0.28 -0.80 -2.88
O -0.82 -0.14 -1.85
C -1.47 -1.10 -0.91
C -1.37 -2.35 -1.78
F -2.63 -2.54 -2.41
O -0.48 -2.13 -2.80
H -0.88 -1.06 0.04
H -2.50 -0.75 -0.65
H -1.13 -3.25 -1.26
```